# C21H32As3F5N3SV

A molecular structure, C21H32As3F5N3SV in a non-equilibrium geometry (wB97M-V/def2-TZVPD, the Open Molecules 2025 dataset).

Geometry as ORCA input:
```
! RIJCOSX wB97M-V def2-TZVPD def2/J DEFGRID3
* xyz 2 3
V 0.682 -0.881 1.024
F -0.692 -3.184 7.227
C -0.710 -3.011 5.920
C 0.022 -1.965 5.351
F 0.729 -1.138 6.111
C -0.006 -1.802 3.975
F 0.722 -0.798 3.373
C -0.748 -2.636 3.148
S -0.829 -2.410 1.425
C -1.475 -3.677 3.731
F -2.182 -4.469 2.936
C -1.462 -3.868 5.109
F -2.166 -4.843 5.647
C 1.480 -0.709 -2.901
As 0.382 -1.254 -1.355
C 0.255 -3.159 -1.732
C -1.477 -0.740 -1.757
C -1.865 0.750 -1.831
C -3.372 0.856 -1.590
C -1.110 1.595 -0.797
As -0.871 0.934 1.050
C -0.025 2.542 1.773
C -2.570 0.978 2.022
C -1.534 1.303 -3.222
As -2.117 3.198 -3.600
C -0.525 4.223 -3.029
C -1.732 3.165 -5.519
H 0.894 -0.841 -3.817
H 2.350 -1.371 -2.949
H 1.819 0.324 -2.813
H -0.283 -3.317 -2.671
H -0.283 -3.664 -0.928
H 1.255 -3.590 -1.819
H -2.049 -1.221 -0.949
H -1.756 -1.230 -2.698
H -3.631 0.460 -0.607
H -3.917 0.295 -2.347
H -3.691 1.898 -1.649
H -1.579 2.587 -0.738
H -0.066 1.721 -1.140
H -0.734 3.378 1.788
H 0.837 2.826 1.162
H 0.314 2.356 2.797
H -3.182 1.821 1.683
H -2.346 1.113 3.086
H -3.128 0.048 1.898
H -2.040 0.699 -3.979
H -0.456 1.242 -3.409
H -0.534 4.451 -1.964
H -0.542 5.167 -3.569
H 0.391 3.691 -3.285
H -2.413 2.494 -6.039
H -0.705 2.841 -5.688
H -1.859 4.163 -5.933
N 5.411 1.126 1.452
C 4.645 0.049 1.275
C 3.236 0.114 1.120
N 2.529 -0.992 0.954
C 3.151 -2.172 0.924
C 4.535 -2.225 1.060
N 5.252 -1.142 1.230
H 5.043 2.058 1.536
H 6.402 0.991 1.580
H 2.710 1.070 1.143
H 2.543 -3.060 0.783
H 5.075 -3.159 1.030
*
```

Properties
HOMO energy (alpha / beta): -0.479 / -0.479 hartree
E_LUMO (alpha / beta): -7.38 / -7.10 eV
Kohn-Sham gap (alpha / beta): 5.64 / 5.92 eV